The following is a DFT calculation (ωB97M-V/def2-TZVPD) of a structure of composition C22H15Br2F5N5O2PtSTe at a distorted geometry.

Last column: Löwdin spin population.
Cartesian coordinates (Å):
Pt: -0.272488 -0.845126 0.400291  1.208
N: -2.144202 -3.518220 -2.493858  0.044
C: -1.300737 -2.729279 -1.852998  0.059
S: -0.768672 -3.109995 -0.279683  0.304
N: -0.800469 -1.677246 -2.579849  0.373
N: -0.169774 -0.801206 -1.850737  0.112
C: 0.606479 0.081064 -2.447789  0.189
C: 0.889404 0.088599 -3.880397  0.025
C: 0.788557 1.284846 -4.599068  0.027
C: 1.032917 1.297031 -5.959391  0.001
C: 1.408490 0.126093 -6.607277  0.029
C: 1.517404 -1.062978 -5.899527  -0.003
C: 1.246131 -1.090068 -4.543041  0.028
C: 1.238693 1.041659 -1.506848  0.075
C: 2.309370 1.877734 -1.915602  0.305
C: 3.080587 2.509564 -0.929335  0.017
C: 2.711126 2.443877 0.375153  0.271
C: 1.400756 1.833020 0.754063  0.073
N: 0.852604 0.957621 -0.260781  0.335
H: -2.637510 -4.229920 -1.978373  0.003
H: -2.523304 -3.214179 -3.379026  0.002
H: 0.471243 2.192159 -4.099962  0.002
H: 0.927284 2.217669 -6.516274  0.000
H: 1.619302 0.142435 -7.668009  0.001
H: 1.810212 -1.971694 -6.406793  -0.001
H: 1.344455 -2.013419 -3.990096  0.000
H: 2.606482 1.905830 -2.951768  0.015
H: 3.993424 3.015185 -1.212511  -0.005
H: 3.311342 2.878414 1.157845  0.012
H: 0.659714 2.633387 0.913210  0.035
Br: 1.710036 4.014373 3.189307  0.003
C: 0.831051 2.456133 3.787031  0.001
C: 0.265976 2.552181 5.069552  0.000
C: -0.299792 1.455357 5.637367  0.001
Br: -0.924749 1.585005 7.408991  0.000
C: -0.419331 0.247336 4.910999  0.002
C: -0.991516 -0.923655 5.471716  0.000
C: -1.121174 -2.033704 4.719258  0.003
C: -0.765222 -1.955973 3.355277  0.006
N: -0.215633 -0.913723 2.784006  0.058
C: 0.043331 0.191345 3.579762  0.006
C: 0.776249 1.295067 3.058160  0.003
O: 1.488525 1.035411 1.917245  0.019
H: 0.331801 3.484626 5.609860  0.000
H: -1.309201 -0.918224 6.504366  0.000
H: -1.539663 -2.949235 5.114085  0.000
H: -1.542982 -3.666992 2.996619  0.000
F: -2.392442 0.974341 0.712096  0.050
Te: -2.990786 -0.870611 0.814230  0.107
F: -3.897989 -2.522282 0.695954  0.071
F: -3.192105 -0.835281 -1.090368  0.041
F: -3.400473 -0.923408 2.670162  0.081
F: -4.646418 -0.042393 0.746515  0.008
O: -1.006315 -2.998550 2.546242  0.002

Cartesian forces, eV/Å:
Pt -0.1 -0.9 0.1
N -0.1 0.2 -0.1
C 0.1 -0.2 0.6
S 0.1 -0.1 -0.2
N 0.1 0.1 -0.1
N -0.1 -0.1 0.1
C 0.0 0.2 0.0
C 0.0 0.0 0.0
C -0.1 0.0 0.0
C 0.0 0.0 0.0
C 0.0 0.0 0.0
C 0.0 0.0 0.0
C 0.0 0.0 0.0
C -0.1 0.0 -0.2
C 0.0 0.0 0.0
C 0.0 0.0 0.0
C 0.0 0.0 0.0
C -0.2 0.0 -0.1
N 0.0 0.2 0.4
H 0.0 0.0 0.0
H 0.1 0.0 0.0
H 0.0 0.0 0.0
H 0.0 0.0 0.0
H 0.0 0.0 0.0
H 0.0 0.0 0.0
H 0.0 0.0 0.0
H 0.0 0.0 0.0
H 0.0 0.0 0.0
H 0.0 0.0 0.1
H 0.0 0.0 0.0
Br 0.1 -0.1 -0.1
C 0.0 0.1 0.1
C 0.0 0.0 -0.1
C 0.0 -0.1 0.0
Br 0.0 0.0 0.0
C -0.1 0.0 0.0
C 0.0 0.1 0.1
C -0.1 -0.1 -0.1
C 0.0 -0.2 -0.2
N 0.3 0.4 -0.2
C -0.2 -0.1 0.0
C -0.2 -0.2 -0.2
O 0.4 0.2 0.1
H 0.0 0.0 0.0
H 0.0 0.0 0.0
H 0.0 0.0 0.0
H 0.1 0.1 0.0
F 0.0 0.3 0.3
Te -0.6 1.1 -0.7
F 0.0 -0.5 0.0
F 0.3 -0.1 -0.3
F 0.5 0.0 0.4
F -0.1 -0.2 0.0
O -0.1 0.0 0.1

## Properties
- orbital gap (spin up / spin down) (eV) = 6.88 / 5.30
- net charge = +1
- energy relative to the best compared isomer or geometry (same formula, charge and spin) (kcal per mole) = 35.2
- 2S+1 = 5
- molecular weight (g mol⁻¹) = 990.938
- DFT total energy (eV) = -209642.58422


The following is a DFT calculation (ωB97M-V/def2-TZVPD) of the molecule C16H16FN3O2S at a distorted geometry.

Last column: natural (NBO) charge in e.
Cartesian coordinates (Å):
C: -0.219437 -0.357720 -7.383595  -0.406
N: -0.785018 -1.210723 -6.308598  -0.427
C: -1.363395 -2.499387 -6.671341  -0.401
C: -0.634841 -0.776403 -4.976990  0.292
N: -0.151227 0.392879 -4.759071  -0.520
C: 0.017303 0.601589 -3.415786  0.017
C: -0.340129 -0.425545 -2.562403  -0.309
C: -0.213343 -0.329055 -1.083296  -0.136
C: -0.514140 -1.346660 -0.195951  -0.286
C: -0.374839 -1.159443 1.215813  0.478
N: -0.892827 -1.972830 2.068924  -0.452
C: -0.527517 -1.438408 3.279899  0.088
C: -0.833316 -1.929933 4.519219  -0.203
C: -0.333563 -1.214766 5.620996  -0.293
C: 0.487458 -0.041861 5.477800  0.301
O: 1.065505 0.622834 6.540658  -0.498
C: 1.339776 -0.188683 7.707508  -0.101
C: 2.435262 0.375751 8.646481  0.042
F: 2.034403 1.460178 9.380404  -0.354
C: 0.748766 0.397849 4.214055  -0.301
C: 0.270779 -0.317418 3.094528  0.261
O: 0.360100 -0.139503 1.763968  -0.420
S: -0.950221 -1.751033 -3.522583  0.334
H: -0.607638 0.655070 -7.271452  0.219
H: -0.497178 -0.656271 -8.403407  0.208
H: 0.851522 -0.318353 -7.263697  0.205
H: -0.887750 -2.904486 -7.564791  0.207
H: -2.425051 -2.405542 -6.890127  0.194
H: -1.224165 -3.241011 -5.871896  0.207
H: 0.485164 1.481608 -3.010741  0.208
H: 0.167373 0.592248 -0.655987  0.227
H: -0.866036 -2.298818 -0.577918  0.234
H: -1.437712 -2.802711 4.621160  0.227
H: -0.599593 -1.620131 6.591847  0.217
H: 0.459775 -0.336398 8.297573  0.182
H: 1.692153 -1.150233 7.400480  0.187
H: 3.321562 0.623806 8.036265  0.168
H: 2.755683 -0.387996 9.353839  0.168
H: 1.385438 1.247347 4.029327  0.233

Cartesian forces, eV/Å:
C -0.8 0.3 0.8
N 0.1 -0.1 0.8
C 0.2 0.1 0.4
C -0.3 -1.3 -2.2
N 0.5 1.1 0.9
C -0.2 -1.3 0.7
C 0.4 1.3 0.5
C -0.6 -2.3 0.1
C 0.8 2.4 -2.5
C -0.2 -1.1 0.2
N -0.1 0.2 -0.3
C 0.2 -0.4 -0.1
C 0.8 1.4 1.5
C 0.0 -0.2 -0.1
C -0.9 -1.9 0.7
O 0.2 -0.4 0.4
C 0.6 1.0 0.3
C 0.1 -0.4 -1.5
F -0.2 0.4 0.0
C 0.7 0.7 -2.4
C -0.9 -0.5 2.2
O 0.4 0.8 -1.0
S 0.0 0.3 -0.5
H 0.1 0.0 0.1
H 0.0 -0.5 0.6
H 0.4 0.1 -0.2
H 0.2 0.1 0.1
H -0.2 -0.1 0.1
H -0.1 0.3 -0.1
H 0.0 0.4 -0.3
H 0.0 0.1 -0.3
H -0.1 0.1 0.4
H -0.3 -0.4 0.2
H 0.2 0.3 0.1
H -0.8 0.0 0.3
H 0.3 -0.8 -0.4
H -0.3 0.3 0.2
H -0.3 -0.3 0.0
H 0.1 0.2 0.2

## Properties
- orbital gap (eV) = 7.47
- energy relative to the best compared isomer or geometry (same formula, charge and spin) (kcal per mole) = 0.0
- 2S+1 = 1
- SMILES = CN(C)c1ncc(/C=C/c2nc3ccc(OCCF)cc3o2)s1
- molecular weight (g mol⁻¹) = 333.388
- DFT total energy (eV) = -38968.07509


The following is a DFT calculation (ωB97M-V/def2-TZVPD) of a structure of composition C5H10FN at a distorted geometry.

Last column: natural (NBO) charge in e.
Cartesian coordinates (Å):
C: 0.999745 -0.980359 3.143146  -0.452
C: 0.847566 -0.130622 2.159015  0.013
C: -1.642020 0.640129 -1.973431  -0.616
C: -0.021541 0.308644 -1.818054  -0.407
C: 0.499110 0.385629 -0.432208  -0.286
N: -0.144561 -0.396108 0.551671  -0.054
F: -0.065440 -1.761621 0.510545  -0.261
H: 1.629370 -0.701327 3.922462  0.222
H: 0.197424 -1.828535 3.267455  0.234
H: 1.429990 0.649118 1.905530  0.160
H: -2.101131 -0.084767 -2.718061  0.206
H: -2.179190 0.452077 -1.070528  0.216
H: -1.927865 1.598896 -2.096159  0.197
H: 0.461083 0.948167 -2.543867  0.219
H: 0.012822 -0.717551 -2.262986  0.212
H: 1.563505 0.139744 -0.455646  0.175
H: 0.441133 1.478487 -0.088884  0.221

Cartesian forces, eV/Å:
C -4.0 -1.6 -1.2
C -2.7 -2.6 -3.4
C 1.9 -4.3 0.2
C -4.1 -0.9 -1.9
C 2.3 1.1 -0.2
N -0.6 1.9 6.5
F 0.7 -1.2 -1.5
H 1.1 0.1 1.3
H 2.0 1.5 -0.2
H 1.8 2.8 -0.5
H 0.6 1.3 0.6
H 0.0 -0.8 1.0
H -0.3 3.4 -1.4
H 0.6 0.3 0.3
H 0.5 0.7 0.7
H 0.5 0.1 -0.2
H -0.2 -1.6 -0.1

## Properties
- orbital gap (eV) = 9.96
- energy relative to the best compared isomer or geometry (same formula, charge and spin) (kcal per mole) = 132.1
- 2S+1 = 1
- molecular weight (g mol⁻¹) = 103.140
- DFT total energy (eV) = -9548.88935


The following is a DFT calculation (ωB97M-V/def2-TZVPD) of a structure of composition C42H43MnN6O2S.

Last column: Löwdin spin population.
Cartesian coordinates (Å):
Mn: 0.017619 1.645235 -0.859241  4.177
C: -4.279034 -6.252478 9.583352  0.000
O: -4.456627 -6.457438 8.185455  0.000
C: -3.927280 -5.556319 7.339093  0.000
C: -3.226004 -4.420817 7.737145  0.000
C: -2.726515 -3.560310 6.769694  0.000
C: -2.913066 -3.809839 5.417119  0.000
C: -3.618849 -4.955650 5.033819  0.000
C: -4.119484 -5.817447 5.979128  0.000
C: -2.399423 -2.920709 4.376178  0.000
N: -2.496780 -3.131098 3.078565  0.000
C: -1.888077 -2.056259 2.499771  0.000
C: -1.412973 -1.175445 3.440282  0.000
N: -1.747518 -1.743122 4.646956  0.000
C: -0.742112 0.037731 3.105127  0.000
C: -0.234501 0.982074 4.015322  0.003
C: 0.382172 2.115571 3.552474  0.001
C: 0.495763 2.307952 2.172798  0.007
N: 0.035624 1.429223 1.300583  0.022
C: -0.575690 0.304776 1.736173  0.003
C: -1.057210 -0.626972 0.729113  0.004
N: -0.836837 -0.313323 -0.570286  0.029
C: -1.251203 -1.143279 -1.514177  0.008
C: -1.915568 -2.339044 -1.221789  0.001
C: -2.150237 -2.670647 0.088186  0.003
C: -1.712983 -1.802214 1.101412  0.001
H: -4.763531 -7.092334 10.069735  0.000
H: -4.752442 -5.323008 9.905097  0.000
H: -3.219298 -6.241720 9.844323  0.000
H: -3.065406 -4.200848 8.781324  0.000
H: -2.179920 -2.688045 7.111332  0.000
H: -3.766695 -5.156912 3.981671  0.000
H: -4.667086 -6.706092 5.696516  0.000
H: -1.567285 -1.377834 5.565310  0.000
H: -0.332431 0.816961 5.081073  0.000
H: 0.777534 2.858270 4.230464  0.000
H: 0.972201 3.194185 1.770422  0.000
H: -1.048755 -0.847500 -2.536932  0.000
H: -2.230860 -2.982565 -2.030825  0.000
H: -2.659745 -3.584413 0.365900  0.000
C: -3.830873 2.060987 -1.407971  0.002
C: -2.825053 3.092152 -1.032396  0.012
C: -3.173130 4.538043 -0.980170  0.002
O: -1.686749 2.741536 -0.712200  0.039
H: -4.613158 2.459825 -2.048575  0.000
H: -4.301381 1.717851 -0.479826  0.001
H: -3.341691 1.206965 -1.873493  0.000
H: -4.143407 4.754983 -1.416374  0.000
H: -2.390453 5.107290 -1.482076  0.000
H: -3.174197 4.848108 0.068207  0.001
C: 6.226331 -1.285253 -2.920287  0.015
C: 5.192738 -2.210897 -2.896305  -0.003
C: 3.932837 -1.826797 -2.462971  0.011
C: 3.692347 -0.519836 -2.038954  -0.013
C: 4.738360 0.404456 -2.069778  0.012
C: 5.996173 0.022547 -2.508874  -0.002
C: 2.316509 -0.174765 -1.623257  0.016
C: 1.875472 0.955061 -1.087421  -0.273
C: 2.471150 2.165878 -0.545116  -0.022
C: 2.026612 3.421461 -0.988630  -0.021
C: 2.478433 4.591184 -0.372525  0.008
C: 3.379733 4.512206 0.670915  -0.031
C: 3.828753 3.265125 1.118620  0.007
C: 3.364299 2.104684 0.540146  -0.029
H: 7.210735 -1.581207 -3.257539  0.001
H: 5.366368 -3.229567 -3.216105  -0.001
H: 3.124639 -2.548884 -2.450158  0.000
H: 4.578298 1.427928 -1.753531  0.001
H: 6.801729 0.745126 -2.526844  0.000
H: 1.581022 -0.948458 -1.831551  -0.006
H: 1.395179 3.497943 -1.871058  0.003
H: 2.142662 5.555075 -0.730958  0.001
H: 3.748412 5.415721 1.138142  -0.002
H: 4.542761 3.212364 1.930367  0.001
H: 3.693979 1.136373 0.895550  -0.001
C: 3.271984 0.442441 -5.910843  0.000
C: 3.125120 1.741705 -5.132515  0.000
N: 1.992830 1.722618 -4.204559  0.002
C: 0.721204 1.940630 -4.524472  0.006
S: -0.543620 1.858875 -3.339182  -0.002
N: 0.421100 2.237499 -5.782025  0.002
C: -0.928609 2.449873 -6.320473  0.000
C: -1.626447 1.150255 -6.679786  0.000
H: 4.080447 0.527899 -6.636493  0.000
H: 2.360669 0.180052 -6.451437  0.000
H: 3.507821 -0.378275 -5.231933  0.000
H: 3.035269 2.611385 -5.788314  0.000
H: 4.011418 1.913153 -4.526724  0.000
H: 2.160716 1.443814 -3.251308  0.000
H: 1.173438 2.208722 -6.451944  0.000
H: -0.804911 3.081410 -7.198771  0.000
H: -1.496093 3.018606 -5.586745  0.000
H: -1.094175 0.622126 -7.471533  0.000
H: -2.635605 1.357627 -7.035197  0.000
H: -1.697442 0.496126 -5.810449  0.000

Cartesian forces, eV/Å:
Mn -0.2 -0.4 -0.4
C 0.0 0.0 0.0
O 0.1 0.1 0.0
C -0.1 -0.1 0.1
C 0.0 0.1 -0.1
C 0.0 0.0 0.1
C 0.0 0.1 -0.2
C 0.0 -0.1 0.0
C 0.0 0.0 -0.1
C -0.1 -0.1 0.2
N 0.1 0.1 0.0
C -0.1 -0.2 -0.3
C 0.1 0.2 0.2
N 0.0 0.0 -0.1
C 0.0 -0.1 0.1
C 0.0 0.0 0.1
C 0.0 0.0 -0.1
C 0.0 0.0 0.1
N 0.0 0.0 0.0
C 0.0 0.0 -0.1
C 0.1 0.2 0.0
N -0.2 0.0 0.0
C 0.0 -0.1 0.1
C 0.0 0.0 -0.1
C 0.0 0.0 0.1
C 0.0 -0.1 0.1
H 0.0 0.0 0.0
H 0.0 0.0 0.0
H 0.0 0.0 0.0
H 0.0 0.0 0.0
H 0.0 0.0 0.0
H 0.0 0.0 0.0
H 0.0 0.0 0.0
H 0.0 0.0 0.0
H 0.0 0.0 0.0
H 0.0 0.0 0.0
H 0.0 0.0 0.0
H 0.0 0.0 0.0
H 0.0 0.0 0.0
H 0.0 0.0 0.0
C -0.1 0.0 0.0
C 0.2 -0.2 0.1
C -0.1 0.0 0.0
O -0.1 0.3 0.0
H 0.0 0.0 0.0
H 0.0 0.0 0.0
H 0.0 0.0 0.0
H 0.0 0.0 0.0
H 0.0 0.0 0.0
H 0.0 0.0 0.0
C 0.0 0.0 0.0
C 0.0 0.0 0.0
C 0.0 -0.1 0.0
C -0.2 0.0 0.1
C 0.1 0.1 0.0
C 0.0 0.0 0.0
C 0.1 -0.3 0.1
C 0.2 0.3 -0.1
C 0.2 0.0 0.1
C 0.1 0.1 0.0
C 0.0 -0.1 0.0
C 0.0 0.0 0.0
C 0.0 0.0 0.0
C 0.0 0.0 0.0
H 0.0 0.0 0.0
H 0.0 0.0 0.0
H 0.0 0.0 0.0
H 0.0 0.0 0.0
H 0.0 0.0 0.0
H 0.0 0.0 0.0
H 0.0 0.0 0.0
H 0.0 0.0 0.0
H 0.0 0.0 0.0
H 0.0 0.0 0.0
H 0.0 0.0 0.0
C 0.0 -0.1 0.0
C 0.0 0.0 0.0
N -0.1 0.2 0.0
C 0.1 -0.1 0.1
S 0.1 0.1 0.1
N -0.2 0.0 0.0
C 0.1 0.1 0.0
C 0.0 0.0 0.0
H 0.0 0.0 0.0
H 0.0 0.0 0.0
H 0.0 0.0 0.0
H 0.0 0.0 0.0
H 0.0 0.0 0.0
H 0.0 -0.1 0.0
H 0.0 0.0 0.0
H 0.0 0.0 0.0
H 0.0 0.0 0.0
H 0.0 0.0 0.0
H 0.0 0.0 0.0
H 0.0 0.0 0.0

## Properties
- orbital gap (spin up / spin down) (eV) = 5.52 / 6.09
- net charge = +2
- 2S+1 = 5
- molecular weight (g mol⁻¹) = 750.851
- DFT total energy (eV) = -99433.69492


Question: Among the records above, which one has the highest molecular weight?
Answer: C22H15Br2F5N5O2PtSTe


Question: Number 1 is which compound?
Answer: C22H15Br2F5N5O2PtSTe


Question: Which of these has the lowest molecular weight?
Answer: C5H10FN